Entry 1
ORCA calculation (ωB97M-V/def2-TZVPD) on a 8-piece molecular cluster, H16O8 overall.

SMILES string = O.O.O.O.O.O.O.O
E_LUMO = -0.24 eV
HOMO-LUMO gap = 9.774 eV

```
24
H16O8 (ωB97M-V/def2-TZVPD)
O 0.5014 0.2505 -1.2657
H -0.0172 -0.4264 -0.8176
H 1.1281 0.5824 -0.7189
O -3.6855 0.4855 -1.8861
H -3.5032 -0.3392 -2.2920
H -2.8450 0.8499 -1.4109
O 2.2075 0.4411 -3.0978
H 1.7839 0.6734 -2.1961
H 1.5094 0.3437 -3.7375
O -2.2444 -1.9132 2.1293
H -3.1244 -1.9901 2.5529
H -1.8871 -1.0717 2.4262
O 1.1983 2.5358 1.9552
H 0.4585 2.8382 2.5490
H 1.7930 3.1646 2.2198
O -2.0050 2.0968 0.1324
H -2.9074 2.1893 0.4845
H -1.5623 2.8673 0.2361
O 2.4267 -0.4866 0.8454
H 2.6993 0.2254 1.3661
H 2.1814 -1.1794 1.5562
O 1.7438 -3.7051 0.6679
H 0.9067 -3.5163 1.0788
H 2.2435 -2.8491 0.8583
```

Mulliken population analysis, charges in e, atoms 1 to 8: -0.6122 0.2948 0.2696 -0.6573 0.3058 0.3666 -0.6571 0.4199

Entry 2
ORCA calculation (ωB97M-V/def2-TZVPD) on a 8-piece molecular cluster, H16O8 overall.

SMILES string = O.O.O.O.O.O.O.O
E_LUMO = -0.66 eV
HOMO-LUMO gap = 10.400 eV

```
24
H16O8 (ωB97M-V/def2-TZVPD)
O -0.7630 -0.7243 -2.1487
H 0.0165 -0.7940 -1.5530
H -0.4321 -1.0239 -2.9595
O -1.1365 2.5637 -2.4682
H -1.7470 2.4523 -3.2192
H -0.7890 1.6267 -2.4296
O 2.3111 -0.6956 2.2875
H 3.1204 -1.0124 2.6993
H 2.5998 -0.1861 1.5083
O 1.0757 2.9062 0.8801
H 1.4289 2.0599 0.4727
H 0.6733 2.6443 1.7149
O 0.2898 0.5418 1.7832
H -0.6548 0.4693 2.0437
H 0.2265 0.4666 0.7428
O -3.2335 3.1985 0.1121
H -2.8521 2.3812 -0.0498
H -3.9030 3.3776 -0.5578
O 0.5181 -4.2672 2.3906
H 1.2093 -3.8415 2.8383
H -0.0210 -3.5548 1.9562
O 0.8581 -3.2342 -2.0254
H 0.8093 -2.5195 -2.6885
H 0.3955 -2.8350 -1.3300
```

Mulliken population analysis, charges in e, atoms 1 to 8: -0.6389 0.2586 0.3257 -0.6018 0.3086 0.3112 -0.5474 0.2771

Entry 3
ORCA calculation (ωB97M-V/def2-TZVPD) on a 8-piece molecular cluster, H16O8 overall.

SMILES string = O.O.O.O.O.O.O.O
E_LUMO = 0.28 eV
HOMO-LUMO gap = 10.557 eV

```
24
H16O8 (ωB97M-V/def2-TZVPD)
O 0.3640 -0.0229 2.5463
H -0.5550 0.0291 2.7273
H 0.5670 -0.8879 2.7933
O 1.9290 1.9801 1.2553
H 2.8710 1.7481 1.1763
H 1.4450 1.3371 1.7503
O -0.1020 -0.1749 -3.2927
H -0.0480 0.1691 -4.2177
H 0.1120 -1.0579 -3.5147
O -1.7640 1.9421 -1.4217
H -1.5910 2.5971 -0.8017
H -1.5000 1.1131 -0.9877
O 2.2500 -0.5249 -0.8217
H 2.3690 0.0241 -1.5677
H 2.4710 -1.3679 -1.1517
O -2.2680 0.0911 2.7603
H -2.6980 -0.6849 2.4493
H -2.7650 0.8371 2.5083
O -0.5040 -0.0639 -0.0857
H 0.3270 -0.0129 -0.5857
H -0.2550 0.2351 0.7773
O -0.3190 -2.6039 -1.0797
H 0.2070 -3.0029 -0.3897
H -0.5430 -1.6989 -0.8247
```

Mulliken population analysis, charges in e, atoms 1 to 8: -0.6899 0.3753 0.2534 -0.6310 0.2978 0.3552 -0.5670 0.2815

Entry 4
ORCA calculation (ωB97M-V/def2-TZVPD) on a 8-piece molecular cluster, H16O8 overall.

SMILES string = O.O.O.O.O.O.O.O
E_LUMO = 0.06 eV
HOMO-LUMO gap = 8.974 eV

```
24
H16O8 (ωB97M-V/def2-TZVPD)
O 0.3028 -0.2141 -1.1498
H 0.8347 -0.9024 -0.7527
H -0.5889 -0.4289 -0.7305
O -4.0923 -0.3341 -1.5376
H -4.3567 -0.7916 -0.8123
H -4.4200 -0.8132 -2.3202
O 0.7969 3.8419 -0.7806
H 1.7198 4.0719 -0.8429
H 0.4173 4.0967 -1.6681
O 3.2968 -0.1829 3.3683
H 3.0290 0.6384 3.6881
H 3.1672 -0.2044 2.3531
O -1.3271 2.3806 1.9201
H -1.3253 2.9694 1.1607
H -0.6320 1.7430 1.7166
O -2.8082 -0.5638 -0.2616
H -3.4692 -0.0842 0.3446
H -2.6471 -1.4461 0.0661
O -0.6307 -3.6416 1.3853
H -1.3515 -3.4472 2.0072
H 0.1445 -3.3724 1.7413
O 4.4246 -1.2857 -2.9915
H 5.2289 -1.3229 -3.3788
H 4.5477 -0.7094 -2.1939
```

Mulliken population analysis, charges in e, atoms 1 to 8: -0.6032 0.2946 0.3039 -0.5017 0.3049 0.2647 -0.6174 0.3016

Need the numbers? Relative energies in hartree: entry 1 0.0638; entry 2 0.0687; entry 3 0.0000; entry 4 0.1544.

Entry 1
ORCA calculation (ωB97M-V/def2-TZVPD) on a 8-piece molecular cluster, H16O8 overall.

SMILES string = O.O.O.O.O.O.O.O
E_LUMO = -0.45 eV
HOMO-LUMO gap = 8.971 eV

```
24
H16O8 (ωB97M-V/def2-TZVPD)
O -0.0540 -0.1736 -1.0069
H 0.7210 -0.4142 -1.5270
H -0.7394 -0.0168 -1.6661
O 1.3425 2.8177 0.1522
H 0.6134 2.8188 -0.4782
H 1.6480 3.7318 0.1590
O 3.1553 2.2478 0.3038
H 3.5256 1.3600 0.3645
H 3.6399 2.7500 0.9685
O -5.5584 1.8773 -0.0489
H -4.8120 1.3499 -0.3550
H -6.1495 1.9107 -0.8095
O 0.8701 -0.4050 1.3699
H 0.6803 0.5134 1.1473
H 0.8712 -0.8572 0.5188
O -1.5938 -2.4958 -0.7717
H -0.6926 -2.2001 -0.9430
H -2.1187 -1.6889 -0.8206
O -1.5174 -1.8298 1.9111
H -1.6227 -2.3345 1.0968
H -1.4657 -2.5028 2.5991
O 3.3741 -2.1558 -0.4510
H 3.4195 -2.4447 -1.3695
H 2.4638 -1.8581 -0.3435
```

Mulliken population analysis, charges in e, atoms 1 to 8: -0.7022 0.3194 0.2878 -0.5320 0.2468 0.2933 -0.5573 0.2778

Entry 2
ORCA calculation (ωB97M-V/def2-TZVPD) on a 8-piece molecular cluster, H16O8 overall.

SMILES string = O.O.O.O.O.O.O.O
E_LUMO = 0.34 eV
HOMO-LUMO gap = 11.657 eV

```
24
H16O8 (ωB97M-V/def2-TZVPD)
O 5.1987 0.8098 0.8489
H 5.4595 1.6560 1.2125
H 6.0059 0.4458 0.4853
O 0.6269 0.6193 0.2484
H 0.2059 -0.0885 -0.2395
H 1.5620 0.4201 0.2013
O -4.4866 1.8408 -0.6344
H -4.0366 2.1509 0.1514
H -4.1822 2.4229 -1.3307
O -2.2759 -2.0106 -1.8488
H -2.7568 -1.2573 -1.5058
H -1.8886 -1.6963 -2.6658
O -0.2215 0.5627 -5.0945
H -0.3995 0.4167 -6.0236
H -0.4275 1.4867 -4.9529
O -0.9553 5.0384 1.4219
H -0.8204 5.1745 2.3597
H -0.5733 4.1783 1.2469
O -1.7085 -4.9183 2.0931
H -2.0328 -4.4856 1.3032
H -2.2492 -5.7039 2.1755
O 3.1909 -2.2170 3.8587
H 3.1386 -3.1147 3.5306
H 3.6263 -1.7307 3.1586
```

Mulliken population analysis, charges in e, atoms 1 to 8: -0.6249 0.3152 0.3170 -0.6354 0.3227 0.3148 -0.6409 0.3236

Need the numbers? Relative energies in hartree: entry 1 0.0855; entry 2 0.0000.

Entry 1
ORCA calculation (ωB97M-V/def2-TZVPD) on a 8-piece molecular cluster, H16O8 overall.

SMILES string = O.O.O.O.O.O.O.O
E_LUMO = -0.61 eV
HOMO-LUMO gap = 10.355 eV

```
24
H16O8 (ωB97M-V/def2-TZVPD)
O 0.0710 -1.8767 0.6653
H 0.0818 -2.4443 1.4216
H -0.0972 -2.4631 -0.0576
O -1.5525 1.8557 1.7014
H -1.3129 2.8150 1.7229
H -0.8249 1.3169 1.3947
O -2.5547 -1.3252 0.9354
H -1.6214 -1.4989 0.9240
H -2.6849 -0.9671 1.8318
O -1.5969 2.6611 -3.1026
H -2.3940 2.3210 -2.6969
H -0.9008 1.9791 -2.9404
O 2.5899 -2.7444 -0.4385
H 1.9762 -2.2381 -0.9040
H 3.4509 -2.3334 -0.5707
O 0.0703 0.5234 -2.4084
H 0.5188 -0.2548 -2.7763
H -0.8285 0.1023 -2.2552
O 0.7260 0.6782 0.2517
H 0.6724 1.0245 -0.6306
H 0.6541 -0.2717 0.1095
O 2.1272 0.7926 2.8175
H 1.9414 0.9074 1.8707
H 1.4887 1.4406 3.1346
```

Mulliken population analysis, charges in e, atoms 1 to 8: -0.6871 0.2736 0.3026 -0.6494 0.2979 0.3645 -0.6186 0.3847

Entry 2
ORCA calculation (ωB97M-V/def2-TZVPD) on a 8-piece molecular cluster, H16O8 overall.

SMILES string = O.O.O.O.O.O.O.O
E_LUMO = 0.10 eV
HOMO-LUMO gap = 10.530 eV

```
24
H16O8 (ωB97M-V/def2-TZVPD)
O -0.5559 1.0421 3.1191
H -1.1071 1.4574 2.4416
H -0.3673 1.7481 3.7460
O -2.3060 -0.9877 -2.2561
H -1.4789 -0.8901 -1.7608
H -2.9925 -0.8002 -1.6086
O -2.2508 2.1615 0.9129
H -2.9595 1.7406 1.4185
H -2.7054 2.7883 0.3384
O -0.5454 -3.9356 -1.1230
H -1.4171 -4.1683 -0.7874
H -0.6309 -3.0078 -1.3712
O 3.0013 0.2662 -1.3090
H 3.6099 -0.3187 -1.7698
H 2.7857 -0.1592 -0.4603
O 0.9732 2.2408 -1.5375
H 0.2511 1.6739 -1.8286
H 1.7614 1.6715 -1.5777
O 2.3852 -0.6054 1.3430
H 2.1641 0.1446 1.9121
H 2.7787 -1.2633 1.9268
O -0.3414 -0.3934 -0.2268
H -0.6617 0.0856 0.5467
H 0.6093 -0.4909 -0.0881
```

Mulliken population analysis, charges in e, atoms 1 to 8: -0.6189 0.3590 0.3208 -0.6172 0.3298 0.2880 -0.6753 0.3297

Entry 3
ORCA calculation (ωB97M-V/def2-TZVPD) on a 8-piece molecular cluster, H16O8 overall.

SMILES string = O.O.O.O.O.O.O.O
E_LUMO = -0.11 eV
HOMO-LUMO gap = 10.914 eV

```
24
H16O8 (ωB97M-V/def2-TZVPD)
O 0.1364 0.4783 -1.8955
H -0.6615 0.0155 -1.7753
H -0.0472 0.7866 -2.8633
O 0.4491 1.3551 1.9946
H 0.5426 1.0819 1.1295
H 0.9329 2.1958 1.9569
O 3.7844 0.0333 0.4106
H 3.8121 -0.7854 -0.1051
H 3.6522 -0.1630 1.3813
O 1.4200 -3.3534 -0.9184
H 2.2878 -3.7473 -1.1393
H 1.3046 -3.7333 -0.0530
O 0.1067 3.9353 -0.6340
H 0.5373 3.4829 0.1386
H 0.7403 3.9339 -1.3443
O 0.9320 -0.5017 0.5871
H 0.1197 -0.7226 1.1881
H 1.6467 -0.5789 1.2400
O -3.7860 0.0671 -1.3422
H -3.4183 -0.7642 -1.1982
H -2.9592 0.5736 -1.3857
O -4.1639 -0.9991 1.6708
H -3.9762 -1.9426 1.6934
H -3.3922 -0.6475 1.2633
```

Mulliken population analysis, charges in e, atoms 1 to 8: -0.5396 0.2509 0.2796 -0.6121 0.4453 0.2742 -0.6447 0.3223

Entry 4
ORCA calculation (ωB97M-V/def2-TZVPD) on a 8-piece molecular cluster, H16O8 overall.

SMILES string = O.O.O.O.O.O.O.O
E_LUMO = -0.77 eV
HOMO-LUMO gap = 10.227 eV

```
24
H16O8 (ωB97M-V/def2-TZVPD)
O -1.6496 -0.2860 -1.4145
H -0.8048 -0.3871 -1.8673
H -1.4052 -0.0896 -0.5031
O 3.6444 0.3080 0.3326
H 3.2919 -0.1519 1.1028
H 2.9739 0.1751 -0.3470
O -4.5171 -3.3626 -2.6601
H -5.0402 -3.9642 -2.1184
H -3.6060 -3.5551 -2.4112
O 3.5164 -0.1177 -4.5802
H 2.7131 0.2281 -4.1751
H 3.7210 0.5182 -5.2751
O -0.5177 1.2589 4.0081
H -1.1633 0.7695 3.4859
H -0.9266 2.1220 4.1376
O -0.9949 1.7595 -0.1882
H -0.1574 1.3838 -0.4822
H -1.0963 1.4305 0.7121
O 1.3590 2.4398 0.8159
H 0.9297 2.9205 0.0992
H 1.6961 1.6415 0.3940
O -0.4636 -1.8571 3.9417
H -1.3982 -1.9252 3.7159
H -0.1046 -1.2590 3.2766
```

Mulliken population analysis, charges in e, atoms 1 to 8: -0.5751 0.2938 0.2910 -0.6310 0.3393 0.2932 -0.6293 0.3160

Need the numbers? Relative energies in hartree: entry 1 0.0269; entry 2 0.0000; entry 3 0.0828; entry 4 0.0758.

Entry 1
ORCA calculation (ωB97M-V/def2-TZVPD) on a 8-piece molecular cluster, H16O8 overall.

SMILES string = O.O.O.O.O.O.O.O
E_LUMO = -0.41 eV
HOMO-LUMO gap = 10.339 eV

```
24
H16O8 (ωB97M-V/def2-TZVPD)
O 1.1816 1.0309 1.9986
H 1.9326 1.2389 1.4486
H 1.4886 0.2569 2.4416
O 1.4986 -1.6361 0.2746
H 1.7696 -1.1401 1.0746
H 1.0496 -2.4551 0.4876
O -1.4624 -1.5581 1.7706
H -1.3034 -0.7461 2.2406
H -1.2584 -1.3801 0.8296
O 0.1956 2.2809 4.2506
H 0.5496 2.0799 3.4046
H -0.4774 1.6139 4.2676
O 0.8656 0.8569 -2.4694
H 1.4756 0.2149 -2.0864
H 1.3326 1.3919 -3.0924
O -0.4954 0.7329 -0.1004
H -0.0284 0.9669 -0.9044
H -0.0084 0.8009 0.7506
O -0.7044 -0.7651 -4.1904
H -0.2434 -0.5291 -4.9884
H -0.2324 -0.1851 -3.6524
O -2.1544 -1.3141 -1.3884
H -3.1044 -1.2971 -1.2454
H -1.8664 -0.4601 -1.1224
```

Mulliken population analysis, charges in e, atoms 1 to 8: -0.7732 0.3393 0.3256 -0.5743 0.2639 0.3088 -0.6247 0.2801

Entry 2
ORCA calculation (ωB97M-V/def2-TZVPD) on a 8-piece molecular cluster, H16O8 overall.

SMILES string = O.O.O.O.O.O.O.O
E_LUMO = -0.15 eV
HOMO-LUMO gap = 10.445 eV

```
24
H16O8 (ωB97M-V/def2-TZVPD)
O -0.3459 -0.4050 -2.7953
H -0.0859 -0.0360 -3.6403
H -1.1189 0.0990 -2.6363
O 0.3091 -0.1060 0.1447
H -0.2319 0.6680 0.1567
H 0.4871 -0.2800 -0.7813
O 0.3611 -2.9900 -3.2233
H -0.0649 -2.1770 -2.9663
H 1.1611 -3.0530 -2.6863
O 0.1411 2.5140 2.4557
H -0.4559 1.9870 3.0097
H 0.9051 1.9740 2.2177
O 0.1781 -1.5710 2.5217
H 0.5971 -1.1090 1.7957
H -0.6329 -1.1070 2.5607
O -1.5129 2.2580 -0.3493
H -0.7029 2.6490 -0.6853
H -1.6689 2.5270 0.5347
O 2.4191 0.9910 1.9177
H 3.3771 0.8740 2.1557
H 2.4111 0.7450 1.0257
O -1.7119 -1.8330 -0.2563
H -2.6229 -1.5840 -0.2493
H -1.1919 -1.0340 -0.2263
```

Mulliken population analysis, charges in e, atoms 1 to 8: -0.6210 0.2656 0.3098 -0.6773 0.3482 0.2963 -0.6358 0.4024

Entry 3
ORCA calculation (ωB97M-V/def2-TZVPD) on a 8-piece molecular cluster, H16O8 overall.

SMILES string = O.O.O.O.O.O.O.O
E_LUMO = -0.23 eV
HOMO-LUMO gap = 10.909 eV

```
24
H16O8 (ωB97M-V/def2-TZVPD)
O -1.0758 0.0655 0.4327
H -1.1098 -0.7015 1.0167
H -0.6728 -0.1185 -0.4583
O -0.3528 -2.4835 1.2687
H 0.4352 -2.5675 0.7377
H -0.1238 -2.9085 2.0307
O 1.9082 -1.1315 2.5717
H 2.1142 -2.0505 2.4157
H 1.6362 -0.7755 1.7517
O 1.4662 0.8925 0.8947
H 1.3572 1.3385 1.7267
H 0.5682 0.5985 0.6587
O -2.1628 -1.3665 -3.1983
H -2.6258 -2.0225 -2.7253
H -1.3418 -1.1455 -2.7963
O -1.1468 3.3415 0.7887
H -1.7708 2.8295 1.3047
H -0.3338 3.4555 1.3047
O 0.2612 -0.6515 -1.6643
H 1.0702 -1.0305 -1.4073
H 0.4512 0.1355 -2.1883
O 0.2832 2.2885 -1.7683
H -0.0258 1.9745 -0.8873
H 1.1902 2.0345 -1.8103
```

Mulliken population analysis, charges in e, atoms 1 to 8: -0.7151 0.3555 0.4310 -0.5768 0.2575 0.2898 -0.6103 0.2774

Need the numbers? Relative energies in hartree: entry 1 0.0180; entry 2 0.0000; entry 3 0.0116.

Entry 1
ORCA calculation (ωB97M-V/def2-TZVPD) on C3H11N3O as an isolated structure.

E_LUMO = 0.91 eV
HOMO-LUMO gap = 8.743 eV

```
18
C3H11N3O (ωB97M-V/def2-TZVPD)
C -2.3889 -0.0190 0.3211
C -1.0413 0.3598 -0.2605
N -0.0733 0.6784 2.0646
C 0.0557 0.6331 0.6283
O -0.8589 0.2040 -1.4960
H 0.6486 -0.7002 -1.6093
H -0.6797 1.4258 2.3863
H -0.4217 -0.1899 2.4482
H 0.7188 1.4139 0.2492
H -3.1401 0.0442 -0.4639
H -2.3675 -1.0498 0.6853
H -2.6639 0.6216 1.1602
N 1.4579 -1.0193 -1.0147
N 2.7004 -0.3949 -1.3959
H 3.0563 0.0775 -0.5678
H 1.5664 -2.0286 -1.0605
H 0.9422 -0.3849 0.0012
H 2.4889 0.3282 -2.0758
```

Mulliken population analysis, charges in e, atoms 1 to 8: -1.2437 0.7152 -0.6218 -0.4861 -0.8088 0.3411 0.2512 0.2465

Entry 2
ORCA calculation (ωB97M-V/def2-TZVPD) on one molecule with the formula C3H11N3O.

SMILES string = CC(C)(O)N(N)N
E_LUMO = 1.00 eV
HOMO-LUMO gap = 9.549 eV

```
18
C3H11N3O (ωB97M-V/def2-TZVPD)
C -1.2406 1.3298 -0.1569
C -0.5040 0.0343 0.1715
C -1.2334 -1.1552 -0.4682
O -0.4596 -0.0984 1.5745
N 0.8541 0.1104 -0.3967
N 1.4896 1.2703 0.0531
N 1.5966 -1.0958 0.0622
H -1.2633 1.4710 -1.2320
H -0.7306 2.1686 0.3040
H -2.2517 1.2689 0.2332
H -0.8482 -2.0994 -0.0895
H -1.1159 -1.1207 -1.5473
H -2.2892 -1.0977 -0.2200
H 0.1318 -0.8401 1.7654
H 1.6151 1.2766 1.0683
H 2.3889 1.3609 -0.4072
H 2.5737 -0.9285 -0.1744
H 1.2866 -1.8551 -0.5397
```

Mulliken population analysis, charges in e, atoms 1 to 8: -1.6028 1.4156 -1.7084 -0.5849 0.0415 -0.6530 -0.6712 0.3340

Need the numbers? Relative energies in hartree: entry 1 0.0411; entry 2 0.0000.

Entry 1
ORCA calculation (ωB97M-V/def2-TZVPD) on a 2-piece molecular cluster, C2HClN2S overall.

E_LUMO (spin up / spin down) = -2.61 / -2.60 eV
HOMO-LUMO gap (spin up / spin down) = 5.928 / 5.929 eV

```
7
C2HClN2S (ωB97M-V/def2-TZVPD)
C 0.1416 0.4816 0.3502
C 0.9004 1.1996 0.9727
N 1.8371 -0.0360 -1.2793
N 2.2668 0.9652 -1.7248
S 1.8218 2.1710 1.8453
Cl 1.8691 2.5737 -1.5374
H -0.8459 -0.0467 0.2223
```

How is the electron density shared among the atoms? According to Mulliken, the charges in e are: 0.0864 -0.2355 -0.0674 0.1395 -0.2820 0.0586 0.3004

Entry 2
ORCA calculation (ωB97M-V/def2-TZVPD) on a 2-piece molecular cluster, C2HClN2S overall.

E_LUMO = -0.27 eV
HOMO-LUMO gap = 8.679 eV

```
7
C2HClN2S (ωB97M-V/def2-TZVPD)
C 1.2854 0.2054 0.6320
C -0.3935 1.8195 -1.0032
N 0.4088 -0.5373 0.3913
N -0.6036 -1.1813 0.5780
S -1.8514 1.3968 -0.8211
Cl -0.6548 -2.7808 -0.1331
H 1.8091 1.0777 0.3561
```

How is the electron density shared among the atoms? According to Mulliken, the charges in e are: -0.1466 -0.0240 0.3980 -0.4259 -0.0260 -0.0960 0.3204

Need the numbers? Relative energies in hartree: entry 1 0.0000; entry 2 0.0092.